Entry from the OMol25 dataset: 2 unconnected molecules or ions with the total composition C30H51F6N6O10 at a distorted geometry (wB97M-V/def2-TZVPD).

Geometry (Å):
C (2.61837, 1.65306, -3.32770)
H (2.61473, -1.92599, 3.30319)
C (-1.32572, 1.37486, 2.12395)
C (1.13397, 7.60703, -0.39576)
C (0.84832, 1.39503, -1.48779)
H (3.19061, 4.11854, -2.24690)
C (-0.78310, -9.70175, 2.21441)
N (-1.60068, 2.64426, -0.12823)
C (1.35052, -0.49459, 0.21039)
H (0.56399, 8.89352, 1.39811)
H (-0.23328, 6.12676, -1.80635)
C (0.79478, 5.58953, -1.64783)
H (0.57893, -4.72476, -1.21301)
C (-2.66997, 5.45721, 1.47828)
C (-0.21738, 2.91240, 0.46177)
O (-1.89535, -9.31776, 1.40843)
H (-1.54034, -0.08519, -3.06372)
H (-2.25111, -6.98983, 4.67841)
N (-0.50314, 0.79767, -1.41020)
H (1.71876, 7.45726, 1.78900)
C (-0.00773, -1.53820, -2.67644)
H (-0.92958, -8.76917, -0.33561)
H (0.16330, -9.45783, 1.71978)
H (2.16628, -0.26219, -1.57642)
H (0.23942, 4.83521, 1.74006)
O (-1.90716, 1.79811, 3.18577)
O (3.68494, 1.04090, -3.09781)
C (-0.39974, -5.08589, -1.71906)
C (-1.46342, -3.63403, -3.29695)
N (-2.83938, 1.65618, -1.83558)
F (3.20538, 2.19739, 0.41780)
H (2.42730, 8.91762, 0.91057)
C (-0.72569, -2.32118, -3.93115)
C (0.55036, 4.05199, -1.79574)
H (3.09298, 0.07085, 1.68461)
F (2.45110, 4.14123, 0.96336)
C (-0.94925, -0.38634, -2.10037)
F (0.77523, 0.92065, -5.22309)
C (-0.85705, -9.06258, 3.59732)
C (0.94194, 2.88414, -0.71198)
H (-0.87336, 5.15344, 0.26478)
C (0.61424, -2.48619, 2.47643)
O (-0.66834, -7.64926, 3.52446)
H (-3.24916, 0.26893, 1.49786)
O (-0.64296, 2.27713, -4.09656)
H (-1.81335, -3.30988, -2.24005)
F (4.70826, 3.12114, -1.28034)
C (0.41214, 1.61534, -4.00497)
N (1.28020, 1.38873, -2.88768)
O (0.78675, 8.37621, -1.32560)
C (2.39802, 3.24554, -0.19625)
C (0.83917, 2.18795, 2.65681)
H (-0.04320, -9.46066, 4.21234)
H (0.46350, -2.80074, 1.38919)
H (1.42387, 6.07001, -2.50722)
H (0.99721, -1.18826, -3.12381)
H (-0.83343, -10.78935, 2.32729)
H (-1.50734, -1.68606, -4.46890)
C (3.49135, 3.91097, -1.17455)
H (-1.80294, -9.30736, 4.09192)
N (-0.10270, 1.95660, 1.55201)
H (-3.58648, 5.41150, 2.18374)
H (0.37134, -0.35583, 0.76235)
O (-1.78285, 4.39008, 1.88899)
C (2.46240, -0.81638, 1.37321)
O (-0.54829, -4.75300, -3.10494)
H (1.13610, 3.26109, 2.90567)
H (-1.75871, -0.92936, -1.46146)
F (2.77941, 2.72299, -4.30113)
F (3.99809, 5.17153, -0.65821)
H (0.55653, 1.71076, 3.67680)
C (-0.55340, 4.37493, 1.06914)
H (-2.47087, -7.95316, -0.00249)
H (-2.03843, -0.77236, 2.41974)
C (-1.62559, 1.66074, -1.18188)
H (-0.36058, -2.08014, 2.95901)
H (-2.38817, -3.95424, -3.88823)
H (0.86989, -3.43368, 3.08710)
H (1.13575, 3.85358, -2.78423)
C (1.76888, -1.39353, 2.73141)
H (-3.07992, 5.24677, 0.41852)
H (-3.39203, 0.79030, -1.82897)
C (1.47212, 8.30400, 1.03701)
C (-1.54989, -8.32612, 0.45039)
H (-1.70022, -5.88908, 3.39909)
H (1.23760, -1.57708, -0.22179)
H (0.19610, -2.40650, -1.93315)
H (0.06307, -2.61975, -4.72795)
N (1.74723, 0.37655, -0.87614)
O (1.31640, 6.20587, -0.45932)
C (-2.12161, 0.04596, 1.61266)
H (-1.74176, -0.36362, 0.61831)
H (-2.19999, 6.49798, 1.59140)
O (-1.22863, -5.73010, -1.03163)
H (-1.02330, -7.48664, 0.90971)
H (-2.00972, 3.50908, -0.51533)
H (-0.55112, 3.90508, -2.13644)
H (3.19610, -1.64683, 1.02443)
H (-3.19966, 2.48895, -2.33152)
C (-1.89046, -6.93593, 3.64708)
H (-2.65493, -7.32183, 2.96677)
H (1.83460, 1.64106, 2.40349)
H (1.42492, -0.50202, 3.36416)

## Properties
- LUMO level (eV) = -4.89
- orbital gap (hartree) = 0.204
- charge = +1

Here are the Löwdin charges for atoms 1 to 5, given in e: C -0.304; H 0.113; C -0.328; C -0.390; C -0.247

Entry from the OMol25 dataset: 4 unconnected molecules or ions with the total composition C30H52BrClF2N2O3P at a distorted geometry (wB97M-V/def2-TZVPD).

Geometry (Å):
H (-4.14072, 3.00094, 3.45251)
H (-1.30920, 3.96817, -7.27865)
H (6.37237, -1.49850, -3.68236)
C (-4.26411, 3.63523, -1.04503)
H (0.22432, -1.45470, 1.54736)
H (-6.03115, 3.64192, -2.28454)
H (7.65877, -0.86740, 0.23352)
H (-2.13603, -1.11970, 2.30364)
H (-3.84157, -4.81299, 3.74336)
F (-0.44241, 0.86010, 4.61954)
C (6.88520, -1.45043, 0.74395)
H (-3.81257, 4.45628, -1.61557)
H (-3.47002, 2.12879, -4.69074)
C (3.22438, -1.80194, 4.80695)
H (-4.00310, 4.53765, -4.59831)
H (5.68488, -3.31395, -1.97281)
H (-3.25257, 3.73093, 2.11080)
H (-4.22309, 0.86181, -0.26522)
C (-2.86467, -4.24442, 3.41424)
H (-0.73186, 2.46534, -7.97275)
H (-4.68768, 1.02348, 2.10361)
H (-0.31826, -4.48354, 7.04438)
O (-2.83339, 0.62792, 4.63390)
Cl (-4.10029, -2.75535, 1.17592)
O (0.27950, -5.05453, 6.46756)
H (5.39010, -1.19339, -0.77896)
H (-5.29260, 2.47286, 1.32602)
H (8.12878, -3.21660, 1.01866)
C (-5.27594, 2.93003, -1.93505)
H (6.85886, -3.88038, -0.80404)
H (6.84145, -0.37330, -2.39125)
H (-3.58279, 3.54698, -8.28337)
N (-3.00603, -3.02937, 2.52739)
C (7.53861, -2.51360, 1.61343)
Br (1.03555, -5.70175, 3.37317)
H (5.10041, -2.55865, 0.27607)
P (-0.59330, -5.40199, 4.97180)
C (-1.14116, -2.43185, 4.28943)
C (-1.63660, 0.00033, 4.81036)
C (-3.14563, 2.71389, -0.55300)
H (-2.90823, 4.88163, -5.92278)
H (-2.98097, 2.01701, -8.95439)
C (-3.07144, 4.20973, -5.07382)
C (-3.25530, 2.76937, -5.55725)
H (8.46383, -2.09602, -1.51921)
H (-4.78053, 4.09898, -0.19819)
N (-1.68144, -1.42885, 5.26192)
H (4.02328, -1.87913, 5.67747)
C (0.42570, -2.10544, 3.97801)
C (-1.61930, 2.95430, -7.55213)
C (7.18340, -1.21131, -3.00588)
H (6.35224, -0.74770, 1.39637)
C (5.88983, -2.02386, -0.26717)
H (-4.78709, 2.49785, -2.81473)
C (-1.71627, -3.91881, 4.58336)
H (-1.87481, 5.40654, -3.73550)
H (-2.30783, 3.55978, -9.50615)
H (-2.40950, -3.92203, 5.55551)
H (-2.10601, 3.73660, -3.19225)
H (-1.20652, 2.08352, -5.63067)
H (4.81871, -0.91476, 3.06220)
C (-4.37357, 1.93890, 1.58885)
H (-2.31630, 1.14955, -6.60895)
H (-2.65087, 2.24185, 2.86821)
H (-2.29623, -4.99728, 2.69186)
H (-2.71574, 0.96557, 0.61922)
H (1.38369, -2.54956, 6.19449)
H (-0.97156, 4.09981, -4.50913)
F (-1.90690, -2.58160, 7.67030)
C (1.65868, -2.19907, 5.09961)
C (-3.55267, 2.77755, 2.55575)
C (-1.93845, 4.36600, -4.07182)
H (-4.14843, 2.72268, -6.19145)
H (-2.40823, 3.31504, -0.00877)
H (6.78425, -3.07949, 2.17048)
C (2.53124, -1.16868, 2.15526)
H (8.00057, -3.17762, -2.81798)
C (-1.29583, -1.63922, 6.69408)
C (6.49082, -2.97776, -1.30593)
C (0.94887, -1.58115, 2.47705)
O (-0.33653, -0.81296, 7.19257)
C (-2.09021, -2.10254, 2.95666)
C (3.71337, -1.24536, 3.30806)
H (8.02131, -0.85526, -3.61500)
H (-2.61494, 2.30456, -1.42198)
H (8.21259, -2.04544, 2.33859)
C (7.62213, -2.39187, -2.15389)
C (-2.68869, 3.02196, -8.63152)
C (-2.06061, 2.17447, -6.31154)
H (2.85950, -0.75971, 1.10041)
H (-5.79684, 2.13015, -1.40107)
C (-3.60258, 1.54471, 0.32697)

## Properties
- LUMO level (eV) = -5.37
- orbital gap (hartree) = 0.235
- charge = +1

Here are the Löwdin charges for atoms 1 to 5, given in e: H 0.079; H 0.099; H 0.076; C -0.263; H 0.087